(1)
The following is a DFT calculation (ωB97M-V/def2-TZVPD) of a gas-phase ion, C9H17N2S (charge +1).

HOMO energy (alpha / beta) in eV: -12.203 / -12.202
Energy relative to the best compared isomer or geometry (same formula, charge and spin) in kcal/mol: 71.2
Total charge: +1
Lowest unoccupied orbital energy (alpha / beta) in eV: -4.6357 / -4.6360
HOMO-LUMO gap (alpha / beta) in eV: 7.6 / 7.6
Spin multiplicity: 1

Geometry (Å):
H -1.79 -2.75 1.92
C 1.37 2.54 0.34
C -2.24 0.13 -0.81
N 0.23 0.36 0.39
H 1.30 -3.67 1.23
H -2.48 1.12 -1.19
H -2.11 -1.52 0.70
H 1.83 -2.03 1.04
C -0.88 -0.44 -1.41
H 1.54 3.15 -1.91
H 1.00 3.42 0.77
H 0.95 0.73 -2.69
H -1.80 0.45 0.13
H -0.98 -0.39 -2.48
H 2.43 2.49 0.47
C 0.79 1.36 0.99
S -0.24 -2.17 -0.89
N 0.10 0.33 -0.91
C -1.47 -1.84 1.49
H -1.30 -1.09 2.26
H 2.14 0.47 -1.25
C 0.99 -2.62 1.42
H -0.11 2.67 -1.25
H 0.95 -2.69 2.48
C -0.19 -2.14 0.76
C 1.01 2.45 -1.12
C 1.21 0.96 -1.60
H -3.24 -0.38 -0.82
H 0.99 1.10 1.96


(2)
The following is a DFT calculation (ωB97M-V/def2-TZVPD) of a molecular structure, C38H36Cl5N6O2S3Zr.

HOMO energy in eV: -3.390
Energy relative to the best compared isomer or geometry (same formula, charge and spin) in kcal/mol: 84.4
Total charge: -1
Lowest unoccupied orbital energy in eV: 2.2174
HOMO-LUMO gap in eV: 5.6
Spin multiplicity: 1

Geometry (Å):
C -1.06 0.40 -2.82
H 0.06 -4.52 2.65
C 0.13 2.13 -4.24
H 3.64 4.37 3.40
Cl 1.92 -0.75 -2.23
H -4.48 -1.52 1.79
H 5.08 -1.78 0.66
H -2.18 5.30 -1.28
N 1.45 -2.39 0.22
H -2.45 6.03 3.57
C -0.51 -1.92 -3.51
N -2.76 -0.70 1.07
S -0.03 3.95 0.15
C -0.86 -1.11 -2.50
C 0.74 1.95 -5.50
C 4.50 -1.41 1.50
H 3.59 2.86 1.44
H 5.46 -4.10 -0.18
H -4.10 0.20 -0.25
Cl 1.92 0.45 -7.39
C -1.28 4.91 0.63
C 0.26 1.07 -3.36
H 3.07 -1.65 3.64
C 2.81 2.81 2.19
C 1.33 0.16 -3.62
Cl 0.87 3.28 -6.61
N 3.43 -3.55 -0.23
H -3.14 2.42 -0.19
S 1.74 0.94 0.54
C -2.46 5.92 2.49
C -3.30 6.23 0.29
H -0.04 2.65 4.78
H -0.27 -2.95 -3.30
H 2.25 -4.85 -1.42
H -4.28 0.73 1.44
C -2.62 1.62 0.34
C -1.01 -4.37 2.59
C -1.87 0.39 -4.13
C 0.73 1.84 2.95
O -0.96 -1.50 -1.23
H 4.26 -0.36 1.31
H 1.66 -2.49 2.95
C 2.43 -1.75 2.75
C -3.28 -5.16 2.84
H 4.32 -5.39 0.24
H -2.60 1.77 -2.12
C -1.90 -5.37 2.91
H -4.82 -3.75 2.37
N -1.44 5.19 1.97
Cl 2.39 -1.75 -5.25
C -1.79 1.14 -1.76
H -2.14 2.00 1.23
H -1.52 -6.33 3.23
C -3.40 -1.64 1.63
S -0.58 0.69 2.77
C 2.67 -2.69 0.52
C 1.80 3.62 4.21
H -4.05 6.64 -0.38
H 2.49 -3.21 -2.08
C -1.47 -3.11 2.16
C 2.96 -4.02 -1.52
C -0.30 -1.32 -4.89
Cl -1.17 3.30 -4.09
H -2.68 1.10 -4.24
H 1.81 4.27 5.07
C 1.19 0.70 -5.84
C 2.83 3.66 3.28
C 4.52 -4.31 0.34
C -1.45 -0.37 -5.13
C 0.76 2.71 4.05
H -0.28 -2.09 -5.66
H -0.75 4.77 2.58
H 1.96 -0.79 2.58
Zr -0.23 -0.68 0.50
H 1.08 -2.97 -0.52
C -3.56 0.46 0.66
H 3.82 -4.37 -2.09
C -3.75 -3.93 2.43
C 1.76 1.90 2.01
N 3.28 -2.20 1.66
H 4.63 -4.08 1.39
C 1.08 -0.51 -4.89
H -1.92 -0.33 -6.10
H -4.21 7.04 2.12
H 5.10 -1.49 2.41
N -1.61 1.01 -0.51
C -3.41 6.46 1.69
C -2.28 5.49 -0.22
H -3.97 -5.96 3.10
C -2.87 -2.91 2.07
O -0.66 -2.13 1.90


(3)
The following is a DFT calculation (ωB97M-V/def2-TZVPD) of a single C7H6ClN3O2 molecule.

⟨S²⟩: 2.02
HOMO energy (alpha / beta) in eV: -5.713 / -10.340
Total charge: 0
Lowest unoccupied orbital energy (alpha / beta) in eV: -0.5858 / -2.3599
HOMO-LUMO gap (alpha / beta) in eV: 5.1 / 8.0
Spin multiplicity: 3

Geometry (Å):
C 0.75 0.93 0.08
H 2.91 1.48 -0.14
H 3.62 -0.76 -0.26
C 2.15 0.63 0.02
H -0.33 -2.32 0.53
C -1.29 1.79 0.16
C 2.64 -0.67 -0.09
Cl -2.25 -0.23 1.65
N -2.32 -0.32 -0.93
O -3.38 0.20 -1.24
C 0.45 -1.49 0.35
C -1.44 0.21 0.15
N -0.03 -0.25 0.21
H 2.04 -2.74 0.33
N 0.11 2.03 -0.08
O -1.92 -1.39 -1.36
C 1.77 -1.76 0.20
H -1.66 2.25 1.07
H -1.82 2.41 -0.65